[1]
{
  "formula": "C18H33CaN3O3",
  "method": "ωB97M-V/def2-TZVPD",
  "symbols": ["C", "C", "H", "H", "C", "C", "H", "H", "C", "H", "H", "H", "C", "H", "H", "H", "Ca", "O", "C", "O", "C", "O", "N", "C", "C", "H", "H", "H", "H", "C", "C", "H", "H", "H", "C", "N", "C", "C", "C", "N", "C", "C", "H", "H", "H", "H", "H", "H", "H", "H", "H", "H", "H", "H", "H", "H", "H", "H"],
  "coordinates": [[-1.054, -1.960, -6.123], [-1.772, -1.189, -6.949], [-0.912, -3.013, -6.325], [-0.585, -1.583, -5.227], [-1.973, 0.244, -6.687], [-1.904, 0.747, -5.448], [-1.700, 0.141, -4.578], [-2.053, 1.803, -5.266], [-2.393, -1.788, -8.176], [-2.166, -2.848, -8.248], [-2.028, -1.306, -9.084], [-3.477, -1.677, -8.169], [-2.261, 1.152, -7.845], [-3.170, 0.855, -8.369], [-1.452, 1.135, -8.576], [-2.388, 2.178, -7.512], [-0.056, 0.206, 2.591], [0.195, -0.420, 0.720], [0.894, 0.008, -0.224], [1.237, 1.649, 2.158], [1.878, 1.797, 1.118], [2.767, 2.749, 0.999], [1.778, 1.053, -0.049], [3.459, 2.654, -0.284], [2.649, 1.638, -1.089], [4.472, 2.327, -0.073], [3.471, 3.646, -0.718], [3.285, 0.881, -1.534], [2.044, 2.109, -1.859], [0.809, -0.576, -1.552], [-0.078, -1.530, -1.841], [1.470, -0.207, -2.321], [-0.768, -1.910, -1.102], [-0.138, -1.946, -2.836], [1.849, -1.001, 4.089], [0.532, -1.714, 3.986], [0.759, -2.871, 4.897], [-0.902, -1.317, 4.371], [-1.217, -0.121, 5.312], [-0.392, 1.038, 4.958], [-1.146, 2.306, 5.088], [0.698, 1.123, 5.975], [2.619, -1.637, 3.600], [2.257, -0.862, 5.100], [1.975, -0.071, 3.531], [0.700, -2.532, 5.965], [0.014, -3.677, 4.738], [1.750, -3.354, 4.759], [-1.519, -1.221, 3.451], [-1.505, -2.159, 4.780], [-2.304, 0.097, 5.174], [-1.124, -0.417, 6.383], [-1.567, 2.416, 6.120], [-0.479, 3.180, 4.915], [-1.994, 2.350, 4.379], [0.325, 1.535, 6.945], [1.045, 0.138, 6.331], [1.539, 1.752, 5.627]],
  "total_charge": 2,
  "orbital_gap_ha": 0.17765,
  "e_tot_ha": -1772.68934,
  "homo_energy_ev": -12.1
}


[2]
{
  "formula": "C18H33INO6",
  "method": "ωB97M-V/def2-TZVPD",
  "symbols": ["C", "C", "O", "C", "N", "C", "C", "C", "I", "C", "C", "C", "O", "C", "C", "C", "C", "C", "C", "O", "H", "H", "H", "H", "H", "H", "H", "H", "H", "H", "H", "H", "H", "H", "H", "H", "H", "H", "H", "H", "H", "H", "H", "H", "H", "H", "H", "H", "H", "C", "C", "O", "C", "O", "O", "H", "H", "H", "H"],
  "coordinates": [[-3.563, 0.921, 2.668], [-2.903, 0.692, 1.329], [-2.603, -0.686, 1.043], [-1.674, -1.262, 1.876], [-0.530, -1.809, 1.109], [0.378, -2.466, 1.718], [1.489, -2.859, 0.773], [1.378, -1.621, -0.194], [1.980, 0.029, 1.095], [2.186, -1.827, -1.462], [2.413, -0.590, -2.356], [3.723, 0.176, -2.172], [3.640, 1.271, -1.288], [2.729, 2.271, -1.708], [-0.195, -1.658, -0.315], [-0.715, -0.415, -1.039], [-0.685, -2.878, -1.152], [-1.939, -3.569, -0.592], [-3.235, -3.015, -1.141], [-4.313, -3.667, -0.473], [-2.968, 0.521, 3.483], [-4.560, 0.506, 2.726], [-3.582, 1.991, 2.834], [-3.591, 1.001, 0.554], [-2.015, 1.314, 1.227], [-2.138, -2.072, 2.435], [-1.252, -0.574, 2.607], [0.373, -2.685, 2.772], [1.329, -3.822, 0.314], [2.423, -2.773, 1.317], [3.157, -2.207, -1.160], [1.692, -2.598, -2.045], [2.421, -0.950, -3.381], [1.563, 0.070, -2.307], [4.068, 0.530, -3.145], [4.507, -0.467, -1.784], [2.607, 2.264, -2.790], [2.999, 3.242, -1.328], [1.747, 2.038, -1.287], [-1.791, -0.370, -1.039], [-0.401, -0.441, -2.069], [-0.331, 0.511, -0.619], [-0.930, -2.526, -2.142], [0.089, -3.624, -1.278], [-1.982, -3.607, 0.491], [-1.901, -4.601, -0.922], [-3.298, -3.263, -2.198], [-3.287, -1.938, -1.020], [-4.927, -2.979, -0.174], [1.269, 5.246, 2.188], [2.007, 5.596, 0.914], [1.515, 4.608, -0.003], [0.310, 4.179, 0.444], [-0.425, 3.471, -0.169], [0.066, 4.645, 1.690], [1.039, 6.111, 2.803], [1.803, 4.509, 2.791], [1.748, 6.585, 0.535], [3.087, 5.523, 1.012]],
  "total_charge": 1,
  "orbital_gap_ha": 0.29558,
  "e_tot_ha": -1509.25691,
  "homo_energy_ev": -11.8
}


[3]
{
  "formula": "C18H33N3O2",
  "method": "ωB97M-V/def2-TZVPD",
  "symbols": ["N", "C", "C", "C", "C", "C", "C", "N", "C", "O", "C", "O", "N", "C", "C", "C", "C", "C", "C", "C", "C", "C", "C", "H", "H", "H", "H", "H", "H", "H", "H", "H", "H", "H", "H", "H", "H", "H", "H", "H", "H", "H", "H", "H", "H", "H", "H", "H", "H", "H", "H", "H", "H", "H", "H", "H"],
  "coordinates": [[-4.663, -4.084, 1.562], [-3.956, -3.119, 0.737], [-4.966, -2.181, 0.077], [-4.325, -1.143, -0.843], [-3.494, -0.110, -0.085], [-2.926, 0.979, -1.012], [-3.971, 2.048, -1.352], [-4.307, 2.752, -0.140], [-3.415, 2.974, 0.855], [-3.736, 3.441, 1.923], [-1.963, 2.644, 0.498], [-1.043, 3.259, 0.994], [-1.792, 1.659, -0.418], [-0.449, 1.303, -0.830], [0.011, -0.052, -0.289], [1.487, -0.319, -0.593], [2.427, 0.473, 0.314], [3.904, 0.344, -0.075], [4.449, -1.062, 0.181], [5.924, -1.158, -0.202], [6.749, -0.138, 0.575], [6.217, 1.269, 0.322], [4.744, 1.359, 0.705], [-4.008, -4.690, 2.044], [-5.263, -4.668, 0.989], [-3.297, -2.553, 1.400], [-3.332, -3.587, -0.046], [-5.664, -2.786, -0.508], [-5.539, -1.683, 0.860], [-3.690, -1.652, -1.574], [-5.120, -0.637, -1.395], [-4.102, 0.355, 0.693], [-2.660, -0.607, 0.408], [-2.578, 0.510, -1.939], [-4.871, 1.591, -1.766], [-3.557, 2.740, -2.098], [-5.264, 3.024, 0.033], [0.200, 2.093, -0.448], [-0.402, 1.303, -1.925], [-0.146, -0.073, 0.791], [-0.595, -0.843, -0.739], [1.689, -0.070, -1.637], [1.677, -1.386, -0.465], [2.297, 0.138, 1.346], [2.156, 1.529, 0.279], [4.002, 0.565, -1.144], [3.881, -1.796, -0.394], [4.334, -1.303, 1.240], [6.292, -2.166, -0.002], [6.032, -0.969, -1.273], [7.798, -0.201, 0.277], [6.689, -0.361, 1.643], [6.794, 1.995, 0.898], [6.333, 1.514, -0.736], [4.374, 2.369, 0.511], [4.635, 1.166, 1.775]],
  "total_charge": 0,
  "smiles": "NCCCC[C@H]1CNC(=O)C(=O)N1CCCCC1CCCCC1",
  "orbital_gap_ha": 0.36496,
  "e_tot_ha": -1020.46684,
  "de_lowest_kcal_mol": 3.1,
  "homo_energy_ev": -9.4
}